[1]
{
  "formula": "C32H36BF3O2",
  "method": "ωB97M-V with the def2-TZVPD basis set",
  "symbols": ["C", "C", "C", "C", "C", "C", "C", "C", "C", "C", "C", "H", "H", "H", "H", "H", "H", "H", "H", "H", "H", "H", "C", "C", "C", "C", "C", "C", "O", "B", "C", "C", "C", "C", "C", "F", "F", "F", "C", "C", "C", "C", "C", "C", "C", "C", "C", "C", "O", "H", "H", "H", "H", "H", "H", "H", "H", "H", "H", "H", "H", "H", "H", "H", "H", "H", "H", "H", "H", "H", "H", "H", "H", "H"],
  "positions_angstrom": [[-0.9797, -2.5365, -2.0851], [-2.4492, -1.9910, -2.1876], [-2.2834, -0.7648, -2.9966], [-0.9590, -0.5465, -3.3550], [-0.1005, -1.4954, -2.7398], [1.2513, -1.7805, -3.1487], [2.0402, -0.8214, -3.8328], [3.4188, -0.9692, -3.8836], [4.0230, -2.1512, -3.4273], [3.2271, -3.1848, -2.9110], [1.8708, -2.9873, -2.7368], [-0.6825, -2.7670, -1.0515], [-0.9559, -3.4848, -2.6502], [-3.1387, -2.7427, -2.6053], [-2.8274, -1.7604, -1.1775], [-3.1362, -0.1804, -3.3346], [-0.6102, 0.2895, -3.9955], [1.5673, 0.0515, -4.2550], [4.0420, -0.1433, -4.2365], [5.1122, -2.2581, -3.4366], [3.6802, -4.1212, -2.5741], [1.2533, -3.7714, -2.2640], [1.4359, 0.0648, 3.4666], [0.0066, 0.5882, 3.7308], [-0.6455, -0.1835, 4.8731], [-0.0730, 2.2118, 3.8071], [-1.3870, 2.7821, 4.4263], [1.1623, 2.9140, 4.3483], [-0.1880, 2.5407, 2.3968], [-0.9580, 1.4845, 1.9076], [-1.9219, 1.6732, 0.6883], [-2.8249, 0.6745, 0.2850], [-3.8370, 0.9303, -0.6403], [-3.9063, 2.1783, -1.2464], [-5.0612, 2.5167, -2.1786], [-5.8811, 3.4766, -1.6502], [-4.6698, 3.0074, -3.3930], [-5.8661, 1.4570, -2.4697], [-2.9138, 3.1292, -1.0283], [-1.9223, 2.8549, -0.0720], [2.0775, 0.3323, -1.2273], [0.9719, 1.2404, -1.7873], [2.2165, -0.9397, -0.5432], [3.5389, -1.3663, -0.1710], [3.8113, -2.5890, 0.4267], [2.7744, -3.4756, 0.7305], [1.4519, -3.0192, 0.5985], [1.1926, -1.7682, 0.0449], [-0.7642, 0.2657, 2.5326], [2.0380, 0.1300, 4.3889], [1.3898, -0.9890, 3.1424], [1.9244, 0.6246, 2.6502], [-0.1742, 0.0519, 5.8389], [-1.7211, 0.0294, 4.9523], [-0.5089, -1.2606, 4.6942], [-1.4147, 2.7533, 5.5209], [-1.4795, 3.8421, 4.1427], [-2.2925, 2.2695, 4.0393], [1.2324, 2.8302, 5.4413], [2.0698, 2.4725, 3.9056], [1.1462, 3.9833, 4.1062], [-2.7493, -0.3218, 0.7116], [-4.5467, 0.1487, -0.9448], [-2.9218, 4.0619, -1.5908], [-1.1607, 3.6037, 0.0882], [2.7743, 1.0551, -0.6981], [1.0648, 2.2242, -1.2724], [1.2563, 1.6215, -2.8174], [-0.1188, 1.0429, -1.7489], [4.3720, -0.7009, -0.4125], [4.8340, -2.8755, 0.6866], [2.9849, -4.4612, 1.1610], [0.6417, -3.6436, 0.9516], [0.1764, -1.3564, 0.0928]],
  "forces_ev_per_angstrom": [[-0.798, -0.595, 0.213], [0.758, -0.425, 1.039], [1.386, 0.588, -1.223], [-1.870, 0.960, 0.274], [0.977, -1.677, -1.496], [-1.314, 0.305, 0.406], [0.064, 0.065, 1.121], [0.885, -0.740, -0.038], [0.068, 0.816, -0.125], [-0.726, -0.210, 0.230], [0.400, -0.782, -0.029], [-0.317, -0.025, -0.599], [0.273, 0.258, 0.111], [0.180, 0.380, -0.054], [-0.034, -0.029, -0.259], [0.281, 0.006, -0.051], [-0.406, -0.718, 0.545], [0.058, 0.115, 0.088], [-0.230, -0.355, -0.093], [-0.427, 0.074, -0.099], [-0.119, 0.341, -0.151], [0.509, 0.551, -0.289], [-0.142, 0.172, 0.088], [0.385, 0.075, 0.082], [0.085, 0.138, 0.260], [-0.377, -0.364, -0.068], [0.112, -0.216, 0.025], [0.330, -0.330, 0.143], [-0.869, -0.895, 0.050], [0.871, -0.246, -0.962], [-0.134, -0.143, -0.892], [-0.201, 0.125, 0.183], [0.058, -0.288, -0.185], [-0.353, 0.113, -0.510], [-0.739, 0.273, -0.612], [0.646, -0.607, -0.144], [0.154, -0.255, 0.857], [0.624, 0.406, 0.424], [0.324, -0.358, 0.437], [-0.646, 0.292, -0.189], [0.243, 1.114, 1.584], [0.079, 1.108, -0.296], [-0.228, -0.222, 1.252], [0.167, 0.369, -0.474], [-0.111, 0.015, -0.018], [-0.432, 0.168, 0.101], [0.700, 0.331, -0.297], [-0.271, 0.763, -0.588], [-0.432, 1.601, 0.244], [-0.113, -0.006, -0.410], [-0.097, 0.404, 0.202], [-0.182, -0.152, 0.372], [-0.079, 0.007, -0.253], [0.331, -0.030, -0.086], [-0.114, 0.334, 0.022], [0.114, -0.231, -0.137], [0.179, -0.366, -0.034], [0.541, 0.131, 0.170], [-0.053, -0.102, -0.229], [-0.335, 0.295, 0.194], [-0.170, -0.257, -0.052], [-0.081, 0.156, 0.177], [0.329, 0.398, 0.338], [0.050, -0.180, 0.209], [0.057, 0.067, 0.221], [0.053, -1.001, -1.284], [-0.021, -0.632, 0.251], [-0.460, -0.832, 0.786], [0.848, -0.409, -0.016], [-0.202, -0.156, 0.042], [-0.265, 0.219, -0.268], [-0.091, 0.431, -0.164], [-0.129, 0.071, 0.053], [0.450, -0.206, -0.122]],
  "lowdin_charge": [-0.127, -0.166, -0.054, -0.059, -0.170, -0.206, -0.032, -0.083, -0.085, -0.090, -0.046, 0.084, 0.124, 0.118, 0.091, 0.101, 0.122, 0.097, 0.109, 0.103, 0.111, 0.116, -0.009, -0.421, -0.009, -0.427, -0.001, -0.008, 0.108, -0.586, -0.054, -0.019, -0.027, -0.128, -0.520, 0.116, 0.112, 0.111, 0.006, -0.014, -0.054, -0.118, -0.242, -0.056, -0.108, -0.094, -0.103, -0.081, 0.121, 0.095, 0.091, 0.097, 0.095, 0.090, 0.094, 0.088, 0.099, 0.099, 0.095, 0.082, 0.096, 0.115, 0.126, 0.127, 0.116, 0.111, 0.074, 0.083, 0.051, 0.112, 0.104, 0.101, 0.102, 0.107],
  "orbital_gap_ev": 4.199,
  "mol_weight_g_mol": 520.4,
  "e_lumo_ev": -1.424,
  "multiplicity": 1,
  "total_energy_ha": -1715.8502,
  "fmax_ev_per_a": 2.45,
  "e_homo_ev": -5.62
}

[2]
{
  "formula": "C32H36BN3O2SY",
  "method": "ωB97M-V with the def2-TZVPD basis set",
  "symbols": ["Y", "C", "C", "C", "C", "C", "C", "H", "H", "H", "H", "H", "H", "C", "C", "N", "C", "C", "C", "C", "C", "C", "C", "N", "C", "C", "C", "C", "C", "C", "C", "C", "N", "C", "H", "H", "H", "H", "H", "H", "H", "H", "H", "H", "H", "H", "C", "S", "C", "H", "H", "H", "H", "H", "H", "C", "C", "C", "O", "B", "O", "C", "C", "C", "H", "H", "H", "H", "H", "H", "H", "H", "H", "H", "H", "H"],
  "positions_angstrom": [[0.3678, -0.6845, 0.6601], [1.9270, -3.0713, 2.3741], [2.0067, -2.0052, 3.2598], [2.7256, -0.8684, 2.9116], [3.3378, -0.7821, 1.6636], [3.2488, -1.8470, 0.7734], [2.5526, -2.9985, 1.1322], [1.3932, -3.9641, 2.6686], [1.5343, -2.0716, 4.2308], [2.8192, -0.0586, 3.6215], [3.8959, 0.1024, 1.3839], [3.7449, -1.7846, -0.1867], [2.5135, -3.8370, 0.4477], [1.0753, 3.2299, 3.3783], [1.2480, 2.0645, 2.6237], [0.2520, 1.2930, 2.2439], [-1.0300, 1.6356, 2.5882], [-1.2903, 2.7815, 3.3703], [-0.1914, 3.5799, 3.7498], [-2.6104, 3.0815, 3.7744], [-3.6067, 2.2122, 3.4444], [-3.3543, 1.0673, 2.6624], [-2.0986, 0.7818, 2.1628], [-1.7545, -0.2972, 1.3653], [-2.7086, -1.1240, 0.7750], [-3.9492, -0.7371, 0.3137], [-4.8780, -1.6624, -0.1991], [-4.5868, -2.9927, -0.2617], [-3.2990, -3.4285, 0.1222], [-2.9089, -4.7840, 0.0466], [-1.6354, -5.1428, 0.3724], [-0.7308, -4.1359, 0.7421], [-1.0494, -2.8655, 0.8509], [-2.3434, -2.4970, 0.5864], [1.9359, 3.8220, 3.6559], [2.2405, 1.7670, 2.3074], [-0.3671, 4.4686, 4.3441], [-2.8060, 3.9751, 4.3524], [-4.6199, 2.3960, 3.7794], [-4.1680, 0.3822, 2.4786], [-4.2201, 0.3085, 0.3472], [-5.8446, -1.3037, -0.5307], [-5.3109, -3.7132, -0.6192], [-3.6345, -5.5198, -0.2791], [-1.2997, -6.1690, 0.3196], [0.2993, -4.3983, 0.9335], [1.8245, -2.2693, -3.1416], [0.5419, -2.6319, -1.9315], [-0.8910, -1.9400, -2.7872], [1.8011, -1.2100, -3.3973], [1.6674, -2.8793, -4.0285], [2.7849, -2.5209, -2.6951], [-1.0610, -2.4895, -3.7112], [-0.7262, -0.8820, -2.9804], [-1.7537, -2.0661, -2.1317], [3.3990, 1.9975, -2.7865], [2.1807, 2.4759, -2.0102], [2.4110, 3.8890, -1.5115], [2.0524, 1.5984, -0.8545], [1.0075, 0.7064, -1.0465], [0.3603, 0.9862, -2.2441], [0.8319, 2.2569, -2.7682], [0.9632, 2.1456, -4.2745], [-0.2313, 3.2896, -2.4157], [4.2682, 2.0275, -2.1286], [3.5969, 2.6346, -3.6490], [3.2689, 0.9696, -3.1286], [3.3678, 3.9317, -0.9891], [1.6313, 4.2004, -0.8190], [2.4448, 4.5942, -2.3446], [1.5680, 1.2877, -4.5651], [1.4183, 3.0487, -4.6876], [-0.0271, 2.0334, -4.7175], [-0.3798, 3.3434, -1.3358], [-1.1755, 2.9882, -2.8703], [0.0339, 4.2793, -2.7901]],
  "forces_ev_per_angstrom": [[-0.615, -2.374, 3.026], [0.014, -0.020, -0.049], [-0.015, 0.032, 0.052], [-0.015, 0.077, -0.030], [-0.049, 0.152, 0.004], [-0.012, -0.049, -0.132], [-0.054, 0.036, -0.030], [0.011, 0.008, 0.007], [-0.017, 0.011, -0.013], [-0.026, 0.013, -0.013], [-0.011, 0.010, -0.001], [-0.025, 0.002, -0.007], [-0.023, 0.019, 0.006], [0.045, 0.034, 0.029], [0.001, 0.037, -0.126], [-0.152, -0.356, -0.486], [0.201, 0.031, 0.026], [0.043, 0.042, 0.057], [0.005, 0.030, 0.001], [-0.049, 0.019, 0.005], [-0.004, -0.073, -0.023], [-0.046, -0.001, 0.102], [-0.132, -0.183, -0.076], [0.408, 0.108, -0.372], [0.019, 0.120, 0.171], [-0.076, 0.077, -0.068], [-0.024, 0.073, -0.005], [0.010, -0.026, -0.014], [0.036, -0.071, -0.025], [-0.065, 0.040, -0.028], [0.049, -0.049, 0.008], [-0.069, -0.001, -0.057], [0.021, 0.188, -0.124], [-0.037, -0.047, 0.040], [-0.014, 0.001, -0.008], [-0.009, 0.046, -0.037], [-0.015, -0.011, -0.005], [0.029, -0.024, 0.011], [0.024, -0.012, 0.003], [-0.026, 0.077, -0.058], [-0.018, -0.014, 0.017], [0.030, 0.005, 0.012], [0.024, -0.003, 0.007], [0.025, -0.006, -0.003], [-0.012, 0.014, 0.013], [-0.001, -0.027, -0.061], [-0.059, 0.176, 0.074], [-0.049, 0.119, 0.313], [-0.002, -0.078, 0.041], [0.032, -0.011, 0.003], [0.025, 0.011, -0.016], [0.008, -0.006, -0.040], [-0.027, 0.004, 0.001], [-0.004, 0.001, -0.011], [-0.011, -0.015, -0.038], [0.012, -0.054, 0.020], [0.032, -0.122, -0.062], [0.030, 0.012, 0.037], [-0.033, 0.083, 0.086], [0.514, 1.824, -2.150], [0.173, 0.010, -0.038], [-0.008, 0.076, 0.099], [-0.013, 0.019, -0.043], [-0.023, -0.043, 0.022], [0.000, 0.010, -0.018], [0.015, -0.029, 0.002], [0.006, 0.010, -0.014], [-0.012, 0.025, -0.023], [-0.002, 0.013, -0.017], [0.009, -0.014, 0.026], [0.008, 0.028, 0.001], [-0.030, -0.028, -0.009], [0.027, -0.010, -0.002], [0.009, 0.031, -0.018], [0.012, 0.015, 0.008], [-0.028, -0.017, 0.020]],
  "lowdin_charge": [1.500, -0.100, -0.067, -0.103, -0.104, -0.107, -0.114, 0.112, 0.123, 0.112, 0.122, 0.119, 0.113, -0.032, -0.132, 0.039, -0.146, -0.152, 0.013, -0.043, -0.061, -0.017, -0.223, -0.073, -0.240, -0.024, -0.057, -0.038, -0.158, 0.012, -0.031, -0.166, 0.023, -0.177, 0.113, 0.099, 0.127, 0.115, 0.113, 0.104, 0.116, 0.114, 0.117, 0.128, 0.114, 0.077, -0.360, 0.750, -0.338, 0.029, 0.048, 0.035, 0.051, 0.030, 0.031, -0.010, -0.474, -0.008, 0.017, -0.693, 0.002, -0.475, -0.005, -0.008, 0.095, 0.096, 0.085, 0.093, 0.085, 0.100, 0.082, 0.100, 0.095, 0.094, 0.097, 0.096],
  "orbital_gap_ev": 7.037,
  "mol_weight_g_mol": 626.4,
  "e_lumo_ev": -2.554,
  "de_lowest_kj_mol": 85.2,
  "charge": 1,
  "multiplicity": 1,
  "total_energy_ha": -2017.1025,
  "fmax_ev_per_a": 3.90,
  "e_homo_ev": -9.59
}